Record 1
{"formula": "C4H6N2O", "method": "ωB97M-V with the def2-TZVPD basis set", "species": ["N", "C", "C", "O", "N", "C", "C", "H", "H", "H", "H", "H", "H"], "xyz": [[-0.991, -2.099, 0.538], [-0.811, -0.895, 0.176], [0.264, -0.034, 0.851], [1.008, -0.315, 1.758], [0.208, 1.176, 0.173], [-0.790, 1.148, -0.800], [-1.424, -0.036, -0.846], [3.525, -0.055, 0.034], [-1.733, -2.526, -0.023], [3.136, -0.047, 0.668], [0.807, 1.957, 0.385], [-0.966, 2.031, -1.404], [-2.234, -0.305, -1.510]], "nbo_charge": [-0.519, 0.151, 0.628, -0.526, -0.628, 0.061, -0.372, -0.023, 0.334, 0.018, 0.423, 0.221, 0.233], "smiles": "[H]/N=C1\\C=CNC1=O.[H][H]", "total_charge": 0, "spin_multiplicity": 1, "e_lumo_ev": -0.29, "e_above_lowest_kcal_mol": 46.9}

---

Record 2
{"formula": "C5H10O2", "method": "ωB97M-V with the def2-TZVPD basis set", "species": ["C", "C", "C", "O", "C", "C", "O", "H", "H", "H", "H", "H", "H", "H", "H", "H", "H"], "xyz": [[-2.442, -0.575, -0.243], [-1.329, 0.413, -0.563], [0.048, -0.204, -0.487], [0.207, -1.415, -0.518], [1.237, 0.710, -0.294], [1.945, 0.289, 1.005], [2.567, -0.959, 0.875], [-3.422, -0.109, -0.381], [-2.377, -1.462, -0.877], [-2.362, -0.907, 0.797], [-1.426, 0.824, -1.579], [-1.363, 1.283, 0.106], [1.208, 0.295, 1.830], [1.916, -1.541, 0.446], [0.935, 1.762, -0.246], [1.938, 0.576, -1.126], [2.718, 1.020, 1.255]], "nbo_charge": [-0.606, -0.510, 0.618, -0.581, -0.543, -0.043, -0.723, 0.212, 0.226, 0.212, 0.235, 0.219, 0.152, 0.490, 0.216, 0.242, 0.185], "smiles": "CCC(=O)CCO", "total_charge": 0, "spin_multiplicity": 1, "e_lumo_ev": 0.82, "e_above_lowest_kcal_mol": 24.2}

---

Record 3
{"formula": "C24H26F32NO7", "method": "ωB97M-V with the def2-TZVPD basis set", "species": ["N", "C", "O", "C", "O", "C", "C", "O", "H", "H", "H", "H", "H", "H", "H", "H", "H", "H", "C", "C", "C", "F", "F", "F", "F", "O", "C", "C", "F", "F", "F", "F", "H", "H", "H", "H", "C", "C", "C", "F", "F", "F", "F", "O", "C", "C", "F", "F", "F", "F", "H", "H", "H", "H", "C", "C", "C", "F", "F", "F", "F", "O", "C", "C", "F", "F", "F", "F", "H", "H", "H", "H", "C", "C", "C", "F", "F", "F", "F", "O", "C", "C", "F", "F", "F", "F", "H", "H", "H", "H"], "xyz": [[-5.209, -0.679, -4.870], [-5.472, -1.912, -5.487], [-5.110, -3.092, -4.654], [-6.102, -3.998, -4.444], [-6.787, -3.834, -3.204], [-6.175, -2.931, -2.331], [-4.896, -3.441, -1.672], [-4.581, -4.769, -2.054], [-6.085, -0.448, -4.416], [-4.906, -1.998, -6.403], [-6.530, -1.963, -5.729], [-5.659, -4.986, -4.449], [-6.853, -3.996, -5.220], [-6.891, -2.764, -1.543], [-6.003, -1.965, -2.766], [-4.098, -2.744, -1.865], [-5.032, -3.428, -0.596], [-3.639, -4.851, -1.935], [-2.325, 0.570, -3.565], [-2.961, 1.960, -3.380], [-2.798, 2.951, -4.529], [-1.497, 3.259, -4.754], [-3.434, 4.114, -4.213], [-2.516, 2.512, -2.213], [-4.283, 1.778, -3.238], [-1.062, 0.363, -2.917], [0.110, 0.686, -3.518], [0.862, 1.747, -2.719], [0.145, 2.885, -2.629], [2.035, 2.048, -3.348], [-0.055, 1.054, -4.800], [0.887, -0.428, -3.521], [-2.993, -0.128, -3.068], [-2.319, 0.250, -4.603], [-3.243, 2.549, -5.442], [1.080, 1.395, -1.725], [3.015, -0.941, 1.567], [1.962, -0.593, 0.499], [0.764, 0.251, 0.931], [0.022, -0.392, 1.858], [-0.031, 0.487, -0.141], [1.536, -1.722, -0.096], [2.612, 0.141, -0.453], [2.932, -2.228, 2.154], [2.143, -2.450, 3.249], [1.051, -3.473, 2.944], [0.250, -3.028, 1.961], [0.299, -3.657, 4.054], [1.634, -1.306, 3.742], [2.934, -2.976, 4.210], [3.961, -0.954, 1.037], [3.114, -0.158, 2.318], [1.086, 1.217, 1.333], [1.494, -4.424, 2.641], [-1.776, 0.562, 4.529], [-3.255, 0.670, 4.118], [-3.756, 2.023, 3.612], [-3.659, 2.975, 4.567], [-5.062, 1.908, 3.279], [-4.032, 0.242, 5.138], [-3.429, -0.201, 3.091], [-1.484, 0.637, 5.915], [-1.283, 1.841, 6.528], [-2.320, 2.075, 7.625], [-3.561, 2.095, 7.109], [-2.085, 3.275, 8.208], [-1.244, 2.855, 5.648], [-0.071, 1.788, 7.125], [-1.479, -0.449, 4.258], [-1.136, 1.219, 3.943], [-3.198, 2.339, 2.726], [-2.260, 1.287, 8.378], [9.004, 1.600, -0.623], [8.418, 2.740, 0.227], [8.110, 2.441, 1.695], [7.164, 1.487, 1.818], [7.638, 3.567, 2.281], [7.323, 3.237, -0.381], [9.356, 3.729, 0.238], [8.111, 0.891, -1.458], [7.417, -0.188, -0.979], [5.913, 0.062, -1.042], [5.574, 1.125, -0.287], [5.261, -1.021, -0.551], [7.819, -0.531, 0.259], [7.691, -1.230, -1.787], [9.679, 2.089, -1.322], [9.626, 0.928, -0.032], [9.013, 2.127, 2.226], [5.590, 0.244, -2.068]], "mulliken_charge": [-0.512, -0.762, -0.265, -0.382, -0.448, -0.172, -0.071, -0.545, 0.060, 0.232, 0.430, 0.239, 0.389, 0.351, -0.011, 0.011, 0.304, 0.306, -0.749, 0.984, -0.075, -0.242, -0.286, -0.297, -0.285, -0.172, 0.888, 0.917, -0.247, -0.307, -0.316, -0.318, 0.153, 0.383, 0.323, -0.508, -0.613, 1.102, -0.196, -0.215, -0.170, -0.295, -0.253, -0.474, 0.787, 0.163, -0.179, -0.261, -0.245, -0.320, 0.168, 0.399, 0.340, 0.239, -0.629, 0.935, 0.093, -0.235, -0.267, -0.291, -0.294, -0.427, 0.817, 0.199, -0.218, -0.268, -0.288, -0.307, 0.320, 0.345, 0.281, 0.235, -0.737, 0.878, 0.083, -0.188, -0.270, -0.255, -0.332, -0.382, 0.698, 0.352, -0.268, -0.264, -0.283, -0.301, 0.401, 0.332, 0.267, 0.289], "total_charge": -1, "spin_multiplicity": 1, "e_lumo_ev": 1.46}